# 1
{"formula": "C12H26NO10", "method": "ωB97M-V/def2-TZVPD", "elements": ["O", "H", "H", "H", "C", "C", "C", "O", "C", "C", "C", "O", "O", "O", "H", "H", "O", "H", "H", "O", "H", "H", "O", "H", "H", "C", "O", "C", "C", "N", "C", "C", "O", "C", "H", "H", "H", "H", "H", "H", "H", "H", "H", "H", "H", "H", "H", "H", "H"], "positions_angstrom": [[1.452, 0.154, 0.035], [0.927, 0.690, -0.564], [1.716, -0.684, -0.353], [0.947, -0.012, 0.834], [-3.192, -1.023, 6.035], [-2.279, -0.379, 5.069], [-2.519, 1.196, 4.780], [-2.004, 1.638, 3.735], [-3.244, 1.956, 5.702], [-3.931, 1.331, 6.696], [-3.878, -0.207, 6.878], [-4.754, -0.810, 7.590], [-4.601, 2.103, 7.547], [-1.379, -0.904, 4.480], [-3.273, -2.097, 6.111], [-3.139, 3.030, 5.714], [3.122, -3.841, -1.711], [3.444, -4.372, -2.439], [2.758, -4.475, -1.094], [4.642, -2.007, 4.649], [4.840, -2.859, 5.039], [3.690, -1.931, 4.708], [0.393, -5.781, 1.708], [0.031, -4.990, 2.108], [-0.373, -6.274, 1.414], [-2.027, -0.659, -1.894], [-1.149, -0.641, -3.046], [-1.458, 0.361, -4.044], [-1.405, 1.911, -3.614], [-0.074, 2.197, -3.065], [0.971, 2.114, -4.107], [2.301, 2.641, -3.706], [3.230, 1.720, -3.152], [4.121, 1.202, -4.008], [-1.969, 0.239, -1.280], [-1.817, -1.647, -1.485], [-2.988, -0.618, -2.407], [-2.389, 0.107, -4.550], [-0.710, 0.334, -4.836], [-2.037, 2.063, -2.738], [-1.803, 2.648, -4.312], [-0.072, 3.096, -2.604], [0.739, 2.628, -5.039], [1.163, 1.066, -4.339], [2.154, 3.359, -2.899], [2.775, 3.183, -4.524], [3.613, 0.582, -4.747], [4.978, 0.666, -3.602], [4.463, 1.998, -4.670]], "mulliken_charge": [-0.406, 0.341, 0.410, 0.490, -0.700, 0.360, 0.430, -0.745, -0.523, 0.382, 0.379, -0.728, -0.777, -0.647, 0.398, 0.345, -0.638, 0.309, 0.326, -0.654, 0.318, 0.336, -0.660, 0.339, 0.319, -0.743, -0.326, -0.667, -0.721, -0.171, -0.342, -0.805, -0.330, -0.755, 0.291, 0.224, 0.355, 0.417, 0.359, 0.394, 0.386, 0.289, 0.270, 0.263, 0.288, 0.436, 0.299, 0.257, 0.330], "homo_energy_ha": -0.06779, "mol_weight_g_mol": 344.3, "de_lowest_kcal_mol": 0.0, "orbital_gap_ha": 0.071, "lumo_ev": 0.1, "charge": -1}

***

# 2
{"formula": "C12H26S", "method": "ωB97M-V/def2-TZVPD", "elements": ["C", "C", "C", "C", "C", "C", "C", "C", "C", "C", "C", "C", "S", "H", "H", "H", "H", "H", "H", "H", "H", "H", "H", "H", "H", "H", "H", "H", "H", "H", "H", "H", "H", "H", "H", "H", "H", "H", "H"], "positions_angstrom": [[1.904, 0.700, -2.323], [1.630, 2.049, -0.011], [1.157, 2.188, 1.396], [4.802, -1.263, 0.752], [-3.893, -0.418, 1.077], [-4.181, 0.968, -0.976], [-0.888, -2.257, -0.504], [3.855, -0.130, 0.306], [-1.877, 0.213, -0.160], [2.490, -0.725, 0.150], [-3.380, -0.132, -0.305], [-1.090, -0.952, 0.263], [1.318, 0.549, -0.730], [1.990, -0.234, -2.890], [1.433, 1.555, -2.873], [1.299, 2.853, -0.605], [0.991, 1.034, 1.733], [0.235, 2.741, 1.497], [1.849, 2.543, 2.093], [4.561, -2.241, 0.200], [5.803, -1.051, 0.766], [4.645, -1.495, 1.765], [-3.469, 0.323, 1.924], [-4.888, -0.223, 1.174], [-3.634, -1.351, 1.458], [-3.638, 1.360, -1.750], [-4.389, 1.731, -0.346], [-5.036, 0.662, -1.543], [-1.688, -2.626, -1.188], [-0.087, -2.023, -1.299], [-0.556, -3.072, 0.160], [4.219, 0.364, -0.638], [3.822, 0.478, 1.187], [-1.463, 0.628, -1.180], [-1.844, 1.191, 0.468], [2.356, -1.599, -0.532], [1.927, -0.857, 1.002], [-3.462, -1.012, -1.032], [-1.097, -1.177, 1.314]], "mulliken_charge": [-1.206, -0.560, -0.924, -1.398, -1.722, -2.028, -0.937, 0.014, -0.483, -1.118, 1.238, -0.429, 0.654, 0.277, 0.286, 0.458, 0.100, 0.320, 0.357, 0.265, 0.443, 0.388, 0.245, 0.569, 0.408, 0.527, 0.491, 0.417, 0.323, 0.178, 0.276, 0.328, 0.178, 0.210, 0.170, 0.545, 0.503, 0.139, 0.497], "homo_energy_ha": [-0.25019, -0.23408], "mol_weight_g_mol": 202.4, "de_lowest_kcal_mol": 158.3, "orbital_gap_ha": [0.267, 0.216], "lumo_ev": [0.5, -0.5], "charge": 0}

***

# 3
{"formula": "C12H27Cl2F6N5O7S2", "method": "ωB97M-V/def2-TZVPD", "elements": ["N", "H", "H", "H", "H", "C", "F", "F", "F", "S", "O", "O", "N", "S", "O", "O", "C", "F", "F", "F", "C", "C", "O", "N", "C", "H", "H", "H", "H", "H", "H", "H", "C", "C", "O", "N", "C", "H", "H", "H", "H", "H", "H", "H", "C", "C", "O", "N", "C", "H", "H", "H", "H", "H", "H", "H", "C", "Cl", "Cl", "H", "H"], "positions_angstrom": [[-30.578, -5.909, 0.346], [-31.161, -5.378, -0.285], [-30.986, -5.835, 1.267], [-29.640, -5.542, 0.420], [-30.676, -6.894, 0.143], [-26.469, -6.933, -1.175], [-25.863, -8.097, -1.034], [-25.539, -6.018, -1.694], [-27.564, -7.219, -1.937], [-27.113, -6.393, 0.617], [-27.952, -7.504, 1.005], [-25.869, -6.202, 1.407], [-28.090, -5.108, 0.173], [-27.435, -3.943, 0.949], [-27.899, -3.730, 2.321], [-26.001, -3.814, 0.738], [-28.252, -2.295, 0.084], [-29.539, -2.463, 0.190], [-27.840, -1.280, 0.826], [-27.994, -2.151, -1.180], [-33.479, -3.661, 2.301], [-32.242, -4.235, 2.932], [-31.781, -5.319, 2.535], [-31.676, -3.378, 3.742], [-30.535, -3.733, 4.558], [-33.480, -3.952, 1.250], [-33.701, -2.594, 2.258], [-34.327, -4.230, 2.680], [-32.202, -2.592, 4.099], [-30.209, -4.740, 4.300], [-30.762, -3.644, 5.620], [-29.749, -3.010, 4.341], [-32.730, -10.359, -0.698], [-31.369, -9.713, -0.727], [-31.209, -8.503, -0.541], [-30.271, -10.504, -0.867], [-28.930, -10.079, -0.927], [-33.041, -10.562, -1.723], [-33.430, -9.675, -0.217], [-32.593, -11.345, -0.256], [-30.398, -11.503, -0.787], [-28.523, -10.492, -1.850], [-28.367, -10.470, -0.080], [-28.724, -9.023, -1.103], [-31.669, -4.397, -4.169], [-31.077, -4.614, -2.796], [-31.764, -4.746, -1.789], [-29.779, -4.694, -2.639], [-28.774, -4.561, -3.743], [-31.114, -3.880, -4.952], [-32.626, -3.936, -3.927], [-31.872, -5.427, -4.460], [-29.353, -4.665, -1.724], [-29.225, -4.566, -4.735], [-28.093, -5.407, -3.647], [-28.298, -3.588, -3.616], [-29.981, -9.627, 2.747], [-30.556, -8.306, 3.822], [-31.188, -10.908, 2.391], [-29.768, -9.069, 1.835], [-29.052, -10.038, 3.140]], "mulliken_charge": [0.526, 0.446, 0.748, -0.196, 0.198, 0.624, -0.209, -0.260, -0.184, 0.732, -0.512, -0.564, -0.327, 0.776, -0.622, -0.611, 0.567, -0.219, -0.202, -0.220, -1.093, 0.730, -0.826, -0.157, -0.797, 0.232, 0.380, 0.320, 0.264, 0.236, 0.314, 0.276, -1.337, 0.509, -0.691, 0.005, -0.730, 0.362, 0.267, 0.387, 0.219, 0.396, 0.311, 0.036, -1.370, 0.838, -0.791, 0.336, -0.894, 0.426, 0.335, 0.321, -0.146, 0.384, 0.213, 0.269, 0.414, -0.152, -0.175, -0.460, 0.351], "homo_energy_ha": -0.36218, "mol_weight_g_mol": 602.4, "de_lowest_kcal_mol": 60.4, "orbital_gap_ha": 0.379, "lumo_ev": 0.5, "charge": 0}

***

# 4
{"formula": "C12H27ClIN2P2Ti", "method": "ωB97M-V/def2-TZVPD", "elements": ["C", "I", "H", "H", "H", "Ti", "P", "C", "C", "H", "H", "H", "H", "H", "H", "C", "H", "H", "H", "P", "C", "C", "H", "H", "H", "C", "H", "H", "H", "H", "H", "H", "Cl", "N", "C", "C", "C", "N", "C", "C", "H", "H", "H", "H", "H", "H"], "positions_angstrom": [[-3.692, -3.713, 0.216], [-2.190, -2.165, -0.352], [-4.164, -3.490, 1.164], [-3.131, -4.645, 0.226], [-4.401, -3.685, -0.618], [-0.664, -0.157, 0.424], [0.797, -1.774, 1.701], [1.722, -3.110, 0.873], [2.114, -0.945, 2.661], [2.577, -1.688, 3.323], [0.581, -3.241, 3.579], [1.707, -0.115, 3.259], [-0.658, -1.925, 3.638], [2.395, -2.655, 0.135], [2.878, -0.530, 1.986], [-0.137, -2.655, 3.000], [2.300, -3.660, 1.627], [-0.878, -3.322, 2.541], [1.014, -3.782, 0.370], [-2.046, 1.240, -1.168], [-2.098, 0.940, -2.964], [-3.806, 1.218, -0.686], [-1.612, 3.376, -0.056], [-2.407, 3.556, -1.663], [-0.649, 3.197, -1.542], [-1.639, 3.015, -1.095], [-3.906, 1.464, 0.382], [-4.318, 1.959, -1.307], [-2.749, 1.696, -3.422], [-2.485, -0.070, -3.156], [-4.228, 0.221, -0.864], [-1.074, 1.029, -3.353], [-1.310, 0.946, 2.223], [4.469, 2.793, -1.441], [3.352, 2.142, -1.051], [2.613, 2.606, 0.054], [1.479, 1.907, 0.428], [1.066, 0.798, -0.260], [1.785, 0.356, -1.331], [2.926, 0.993, -1.752], [4.783, 3.617, -0.945], [5.007, 2.463, -2.230], [2.924, 3.492, 0.599], [0.864, 2.204, 1.279], [1.391, -0.540, -1.835], [3.497, 0.638, -2.598]], "mulliken_charge": [-0.825, 0.324, 0.371, 0.353, 0.386, -0.513, 1.069, -1.182, -1.217, 0.444, 0.429, 0.366, 0.360, 0.367, 0.340, -1.052, 0.436, 0.358, 0.370, 1.005, -1.160, -1.068, 0.362, 0.455, 0.350, -1.208, 0.357, 0.429, 0.438, 0.369, 0.381, 0.368, -0.242, -0.401, 1.139, -0.888, -0.674, 0.942, -0.721, -0.857, 0.232, 0.226, 0.437, 0.587, 0.534, 0.422], "homo_energy_ha": [-0.66492, -0.66494], "mol_weight_g_mol": 471.5, "de_lowest_kcal_mol": 0.0, "orbital_gap_ha": [0.227, 0.227], "lumo_ev": [-11.9, -11.9], "charge": 3}

***

# 5
{"formula": "C12H27ClNO2P2Pd", "method": "ωB97M-V/def2-TZVPD", "elements": ["C", "C", "N", "C", "C", "C", "C", "P", "Pd", "P", "C", "O", "O", "H", "H", "H", "C", "C", "H", "H", "H", "H", "C", "C", "H", "H", "H", "H", "H", "H", "H", "H", "H", "H", "H", "H", "H", "H", "H", "H", "H", "H", "Cl", "C", "H", "H"], "positions_angstrom": [[-0.755, 0.870, -3.351], [-0.882, 0.423, -1.984], [0.056, 0.852, -1.065], [0.792, 1.945, -1.279], [0.803, 2.545, -2.568], [0.016, 2.010, -3.592], [-1.835, -0.548, -1.568], [-2.060, -0.752, 0.208], [0.012, -0.067, 0.968], [1.863, 1.256, 1.169], [1.622, 2.541, -0.127], [-0.653, -3.166, -2.176], [0.530, -3.481, 0.056], [-1.427, 0.442, -4.074], [1.436, 3.407, -2.706], [0.037, 2.450, -4.596], [-3.440, 0.367, 0.418], [-2.691, -2.443, 0.538], [2.595, 2.853, -0.552], [1.085, 3.419, 0.307], [-1.019, -2.267, -2.016], [-2.565, -0.916, -2.340], [2.209, 2.255, 2.674], [3.451, 0.531, 0.693], [0.720, -2.063, 0.477], [0.076, -3.920, 0.841], [-0.048, -3.451, -0.691], [0.112, -3.121, -2.746], [-0.738, 1.199, 1.728], [1.286, -1.302, 0.461], [-4.302, 0.003, -0.161], [-3.619, 0.344, 1.498], [-3.117, 1.359, 0.073], [-3.505, -2.703, -0.162], [-1.920, -3.234, 0.487], [-3.082, -2.394, 1.566], [4.234, 1.299, 0.624], [3.699, -0.222, 1.448], [3.308, 0.026, -0.267], [3.123, 2.873, 2.514], [1.331, 2.900, 2.897], [2.367, 1.539, 3.507], [-0.617, -2.171, 3.300], [0.280, -0.695, 2.913], [-0.105, 0.112, 3.544], [1.337, -0.900, 3.111]], "lowdin_spin": [0.159, 0.020, 0.236, 0.015, 0.163, -0.011, 0.451, 0.199, 1.197, 0.142, 0.020, 0.033, 0.022, 0.007, 0.009, -0.004, 0.064, 0.042, 0.002, 0.002, 0.017, 0.018, 0.021, 0.035, 0.035, 0.001, 0.001, 0.001, 0.238, 0.038, 0.006, 0.009, 0.006, 0.008, 0.001, 0.000, 0.008, 0.001, 0.001, 0.005, 0.006, 0.001, 0.283, 0.445, 0.033, 0.013], "homo_energy_ha": [-0.30469, -0.44618], "mol_weight_g_mol": 421.2, "de_lowest_kcal_mol": 0.0, "orbital_gap_ha": [0.208, 0.218], "s_squared": 6.059, "lumo_ev": [-2.6, -6.2], "multiplicity": 5, "charge": 1}